Record 1
Formula: C2HBr2FO
Source: the Open Molecules 2025 dataset
Level of theory: wB97M-V/def2-TZVPD

Summary:
E_HOMO (spin up / spin down) (Ha): -0.36165 / -0.32105
Frontier orbital gap (spin up / spin down) (eV): 9.033 / 7.553
ΔE to the lowest compared entry with this formula, charge and spin (kcal per mole): 70.9
Energy (hartree): -5399.81440

Each line ends with the Mulliken charge.
Positions of all 7 atoms, in Å:
C1 0.086 0.844 -1.377  0.441
C2 -0.161 -0.459 1.157  -0.407
O1 -0.032 2.004 -1.514  -0.327
F1 0.295 -0.079 -2.298  -0.142
Br1 1.592 -0.537 1.780  -0.002
Br2 -0.982 -2.052 0.639  0.000
H1 -0.798 0.279 1.613  0.438

Cartesian forces (eV/Å) of the 2 atoms listed first:
C -0.248 0.646 0.907
C 0.211 -0.075 -0.631



Record 2
Formula: C4H7NO
Source: the Open Molecules 2025 dataset
Level of theory: wB97M-V/def2-TZVPD

Summary:
E_HOMO (spin up / spin down) (Ha): -0.28506 / -0.28160
Frontier orbital gap (spin up / spin down) (eV): 7.749 / 7.990
ΔE to the lowest compared entry with this formula, charge and spin (kcal per mole): 103.6
Energy (hartree): -286.46655

Each line ends with the Mulliken charge.
Positions of all 13 atoms, in Å:
C1 2.304 0.032 -0.743  -0.651
N1 0.967 -0.324 -1.154  -0.446
C2 -2.170 0.603 1.298  -0.483
C3 0.065 -0.276 -0.251  -0.016
C4 -1.290 -0.689 -0.453  -0.149
O1 -2.228 -0.321 0.394  -0.260
H1 2.691 0.809 -1.412  0.222
H2 2.968 -0.836 -0.839  0.236
H3 2.363 0.402 0.296  0.301
H4 -3.024 0.658 1.953  0.280
H5 -1.320 1.272 1.348  0.302
H6 0.303 0.040 0.783  0.261
H7 -1.627 -1.370 -1.220  0.402

Cartesian forces (eV/Å) of the 2 atoms listed first:
C 0.210 0.083 0.022
N 0.046 -0.073 -0.018



Record 3
Formula: C4H9NO2
Source: the Open Molecules 2025 dataset
Level of theory: wB97M-V/def2-TZVPD

Summary:
E_HOMO (Ha): -0.30648
Frontier orbital gap (eV): 8.118
ΔE to the lowest compared entry with this formula, charge and spin (kcal per mole): 129.7
Energy (hartree): -362.87879

Each line ends with the Mulliken charge.
Positions of all 16 atoms, in Å:
C1 -1.113 0.892 0.885  -1.146
C2 -1.755 -0.908 -0.145  -0.523
N1 -0.676 -0.947 -0.917  -0.287
C3 0.243 -0.297 0.175  0.679
O1 0.683 -1.062 1.018  -0.633
O2 1.012 0.630 -0.513  -0.372
C4 2.386 0.233 -0.549  -0.642
H1 -1.068 1.789 0.260  0.311
H2 -2.179 0.759 1.156  0.390
H3 -0.602 1.051 1.838  0.355
H4 -1.660 -1.417 0.809  0.392
H5 -2.755 -0.757 -0.552  0.385
H6 -0.730 -0.384 -1.759  0.313
H7 2.856 0.826 -1.336  0.232
H8 2.874 0.425 0.410  0.245
H9 2.484 -0.833 -0.779  0.301

Cartesian forces (eV/Å) of the 2 atoms listed first:
C 0.027 0.141 0.082
C 0.020 -0.110 -0.037



Record 4
Formula: C21H14Br2NO3
Source: the Open Molecules 2025 dataset
Level of theory: wB97M-V/def2-TZVPD

Summary:
Net charge: -1
E_HOMO (Ha): -0.14415
Frontier orbital gap (eV): 4.981
Energy (hartree): -6237.16909

Each line ends with the Mulliken charge.
Positions of all 41 atoms, in Å:
O1 2.089 -1.318 -0.278  -0.693
C1 2.835 -2.325 -0.184  0.147
C2 4.094 -2.310 0.555  -0.377
C3 4.681 -3.472 0.991  -0.389
C4 4.180 -4.730 0.603  0.317
C5 4.785 -5.936 1.089  0.111
N1 5.279 -6.921 1.492  -0.631
C6 3.085 -4.782 -0.281  -0.363
C7 2.479 -3.634 -0.729  -0.563
H1 4.497 -1.340 0.840  0.367
H2 5.551 -3.433 1.654  0.350
H3 2.717 -5.760 -0.606  0.348
H4 1.646 -3.678 -1.427  0.370
C8 -4.080 4.096 -3.881  -0.796
O2 -2.708 4.314 -3.469  -0.455
C9 -2.103 3.443 -2.620  0.901
C10 -2.754 2.304 -2.080  -0.301
C11 -2.085 1.521 -1.159  -0.863
C12 -0.735 1.773 -0.790  0.351
C13 -0.079 0.952 0.185  -0.894
C14 -0.667 0.572 1.392  0.846
C15 0.044 -0.319 2.277  -0.318
C16 -0.429 -0.672 3.501  -0.371
Br1 0.540 -1.826 4.631  -0.155
C17 -1.757 -0.181 4.001  0.713
O3 -2.235 -0.521 5.086  -0.656
C18 -2.467 0.749 3.072  -0.673
Br2 -4.135 1.434 3.633  -0.181
C19 -1.935 1.086 1.862  -0.135
C20 -0.076 2.874 -1.410  -0.433
C21 -0.754 3.718 -2.258  -0.665
H5 -4.284 4.933 -4.551  0.238
H6 -4.191 3.146 -4.420  0.324
H7 -4.767 4.124 -3.023  0.332
H8 -3.778 2.054 -2.368  0.341
H9 -2.606 0.686 -0.691  0.565
H10 0.947 0.628 0.013  0.531
H11 0.999 -0.712 1.934  0.360
H12 -2.500 1.773 1.236  0.598
H13 0.962 3.084 -1.141  0.415
H14 -0.287 4.605 -2.686  0.388

Cartesian forces (eV/Å) of the 2 atoms listed first:
O 0.048 0.298 -0.293
C 0.410 -0.777 0.337



Record 5
Formula: C5H7F3N4
Source: the Open Molecules 2025 dataset
Level of theory: wB97M-V/def2-TZVPD

Summary:
E_HOMO (Ha): -0.36616
Frontier orbital gap (eV): 10.626
ΔE to the lowest compared entry with this formula, charge and spin (kcal per mole): 43.7
Energy (hartree): -713.26863

Each line ends with the Mulliken charge.
Positions of all 19 atoms, in Å:
C1 -0.469 -2.288 -1.460  -0.117
C2 0.017 -0.554 -0.442  0.296
C3 -1.634 -0.980 1.457  -0.808
C4 0.515 1.421 -0.172  -0.596
C5 1.468 1.457 0.910  0.885
N1 0.185 -1.081 -1.616  -0.538
N2 -1.128 -2.351 -0.386  -0.881
N3 -0.820 -1.267 0.318  0.793
N4 1.035 1.811 -1.434  -0.640
F1 0.837 0.930 2.020  -0.249
F2 2.539 0.744 0.658  -0.268
F3 2.012 2.670 1.278  -0.282
H1 -0.652 -2.856 -2.436  0.327
H2 -1.822 0.067 1.417  0.303
H3 -2.474 -1.523 1.277  0.403
H4 -1.089 -1.284 2.418  0.225
H5 -0.303 1.952 0.098  0.525
H6 1.498 0.942 -1.854  0.338
H7 0.285 2.187 -2.051  0.284

Cartesian forces (eV/Å) of the 2 atoms listed first:
C 0.432 0.991 -4.906
C 0.210 4.940 0.876



Record 6
Formula: Cl2HPS2
Source: the Open Molecules 2025 dataset
Level of theory: wB97M-V/def2-TZVPD

Summary:
E_HOMO (Ha): -0.35753
Frontier orbital gap (eV): 8.081
ΔE to the lowest compared entry with this formula, charge and spin (kcal per mole): 18.3
Energy (hartree): -2058.75078

Each line ends with the Mulliken charge.
Positions of all 6 atoms, in Å:
P1 0.424 0.192 1.295  0.573
S1 2.140 1.018 0.937  -0.235
S2 -0.009 -1.628 1.843  -0.231
Cl1 -0.383 -1.062 -2.875  -0.236
Cl2 -1.034 1.526 1.519  -0.108
H1 -1.138 -0.046 -2.720  0.237

Cartesian forces (eV/Å) of the 2 atoms listed first:
P 1.562 -1.187 0.820
S -1.368 -0.616 0.006



Record 7
Formula: C35H56N11O3P2Sr
Source: the Open Molecules 2025 dataset
Level of theory: wB97M-V/def2-TZVPD

Summary:
Net charge: +1
E_HOMO (Ha): -0.37110
Frontier orbital gap (eV): 8.329
ΔE to the lowest compared entry with this formula, charge and spin (kcal per mole): 8.1
Energy (hartree): -2908.76369

Each line ends with the Mulliken charge.
Positions of all 108 atoms, in Å:
Sr1 -0.259 -1.325 -0.092  1.870
N1 -0.726 3.331 -0.240  -0.099
P1 -0.446 2.177 1.000  1.904
C1 -1.632 2.760 2.258  -0.334
C2 -1.770 4.090 2.657  -0.256
C3 -2.740 4.458 3.568  -0.871
C4 -3.587 3.497 4.109  -0.545
C5 -3.451 2.172 3.737  -0.698
C6 -2.478 1.806 2.813  -0.219
C7 1.108 2.891 1.664  0.094
C8 2.172 3.075 0.789  -0.582
C9 3.339 3.692 1.212  -0.452
C10 3.468 4.128 2.527  -0.725
C11 2.431 3.912 3.415  -0.865
C12 1.264 3.289 2.989  -0.366
C13 -1.004 3.064 -1.569  0.388
C14 -1.603 4.073 -2.352  -0.987
C15 -1.787 3.839 -3.692  -0.655
C16 -1.374 2.619 -4.234  -1.393
C17 -0.813 1.699 -3.371  -0.458
N2 -0.625 1.895 -2.062  0.715
H1 -1.048 4.241 0.058  0.207
H2 -1.102 4.852 2.274  0.394
H3 -2.838 5.491 3.867  0.423
H4 -4.345 3.787 4.822  0.391
H5 -4.100 1.418 4.159  0.447
H6 -2.367 0.772 2.529  0.260
H7 2.119 2.746 -0.248  0.213
H8 4.137 3.845 0.500  0.436
H9 4.369 4.631 2.847  0.395
H10 2.517 4.238 4.443  0.412
H11 0.457 3.150 3.695  0.491
H12 -1.898 5.006 -1.893  0.472
H13 -2.241 4.598 -4.313  0.412
H14 -1.489 2.382 -5.279  0.515
H15 -0.483 0.738 -3.751  0.628
C18 -3.401 -4.712 2.403  -0.919
N3 -2.833 -3.380 2.529  0.407
C19 -3.233 -2.749 3.786  -0.987
P2 -2.544 -2.394 1.246  0.031
O1 -1.725 -1.205 1.711  -0.807
N4 -1.517 -3.351 0.143  0.293
C20 -0.273 -3.906 0.857  -1.102
C21 -2.057 -4.263 -0.888  -1.631
N5 -3.819 -1.887 0.389  0.893
C22 -4.892 -2.755 -0.074  -1.072
C23 -4.159 -0.467 0.218  -0.581
H16 -3.034 -5.329 3.226  0.330
H17 -3.092 -5.181 1.469  0.248
H18 -4.494 -4.687 2.445  0.331
H19 -2.886 -3.380 4.605  0.383
H20 -4.321 -2.657 3.844  0.307
H21 -2.772 -1.768 3.875  0.224
H22 0.066 -3.204 1.640  0.531
H23 0.551 -4.050 0.136  0.337
H24 -0.530 -4.851 1.349  0.337
H25 -2.805 -3.739 -1.482  0.336
H26 -2.485 -5.157 -0.417  0.412
H27 -1.216 -4.555 -1.522  0.358
H28 -4.667 -3.806 0.104  0.311
H29 -5.037 -2.600 -1.146  0.294
H30 -5.816 -2.503 0.455  0.333
H31 -3.319 0.161 0.521  -0.153
H32 -5.026 -0.240 0.842  0.302
H33 -4.364 -0.291 -0.836  0.332
O2 -3.507 -0.636 -3.081  -0.681
C24 -2.483 -1.267 -3.235  -0.249
C25 -2.168 -2.103 -4.467  -0.497
C26 -0.822 -2.716 -4.153  -0.896
C27 -0.522 -2.178 -2.779  0.730
O3 0.513 -2.482 -2.156  -0.736
N6 -1.454 -1.315 -2.299  0.196
H34 -2.173 -1.462 -5.348  0.319
H35 -2.965 -2.836 -4.604  0.264
H36 -0.018 -2.410 -4.824  0.278
H37 -0.810 -3.807 -4.135  0.352
C28 4.088 0.578 3.589  -0.431
N7 3.334 -0.659 3.432  0.091
C29 3.941 -1.893 3.903  -0.926
C30 2.453 -0.702 2.467  -0.097
N8 1.674 -0.696 1.611  -0.128
H38 4.217 0.778 4.654  0.383
H39 3.532 1.392 3.133  -0.161
H40 5.066 0.498 3.107  0.330
H41 4.187 -1.769 4.957  0.309
H42 4.851 -2.124 3.343  0.307
H43 3.234 -2.712 3.803  0.312
C31 5.431 1.123 -1.936  -1.069
N9 4.438 0.081 -1.727  0.088
C32 4.407 -0.390 -0.365  -0.654
C33 3.203 0.238 -2.358  0.469
N10 2.083 0.223 -1.701  0.588
N11 3.320 0.418 -3.724  0.271
C34 2.137 0.772 -4.466  -0.968
C35 4.358 -0.250 -4.485  -1.233
H44 5.351 1.900 -1.170  0.230
H45 5.296 1.588 -2.907  0.410
H46 6.437 0.705 -1.887  0.326
H47 5.417 -0.692 -0.076  0.358
H48 3.750 -1.250 -0.269  0.159
H49 4.063 0.377 0.334  0.110
H50 1.312 0.204 -2.356  -0.889
H51 1.429 -0.062 -4.567  0.156
H52 2.427 1.084 -5.469  0.432
H53 1.618 1.606 -3.997  0.386
H54 5.040 -0.760 -3.814  0.399
H55 4.922 0.464 -5.089  0.317
H56 3.917 -0.992 -5.156  0.400

Cartesian forces (eV/Å) of the 2 atoms listed first:
Sr 2.864 3.365 -1.399
N -0.356 0.070 0.220



Record 8
Formula: C5H15N3
Source: the Open Molecules 2025 dataset
Level of theory: wB97M-V/def2-TZVPD

Summary:
Net charge: +2
E_HOMO (Ha): -0.62519
Frontier orbital gap (eV): 7.422
ΔE to the lowest compared entry with this formula, charge and spin (kcal per mole): 110.0
Energy (hartree): -363.03878

Each line ends with the Mulliken charge.
Positions of all 23 atoms, in Å:
C1 2.453 -0.479 0.123  0.633
C2 3.956 -0.538 -0.177  -1.176
C3 -4.536 0.370 -0.377  -0.840
C4 -3.560 -0.692 -0.090  0.244
C5 -2.094 -0.501 -0.229  -0.927
N1 1.783 -1.594 -0.033  -0.269
N2 1.814 0.603 0.257  -0.511
N3 2.467 1.882 0.392  -0.193
H1 4.538 -0.036 0.598  0.365
H2 4.174 -1.601 -0.273  0.350
H3 4.078 -0.066 -1.178  0.357
H4 -4.926 0.908 0.587  0.374
H5 -4.132 1.152 -1.136  0.407
H6 -5.341 -0.292 -0.766  0.317
H7 -3.917 -1.724 -0.156  0.384
H8 -1.781 -0.886 -1.251  0.383
H9 -1.474 -0.983 0.516  0.285
H10 -2.011 0.516 -0.208  0.368
H11 2.336 -2.336 0.127  0.228
H12 0.836 -1.634 0.264  0.136
H13 3.057 2.149 1.199  0.368
H14 1.750 2.617 0.269  0.356
H15 3.085 2.014 -0.396  0.361

Cartesian forces (eV/Å) of the 2 atoms listed first:
C 3.241 1.532 -1.116
C -1.279 -0.161 -0.194